{
  "formula": "C16H20F2N2O4",
  "method": "ωB97M-V with the def2-TZVPD basis set",
  "elements": ["C", "C", "O", "O", "C", "C", "O", "N", "C", "C", "N", "C", "C", "O", "C", "C", "C", "C", "F", "C", "C", "C", "C", "F", "H", "H", "H", "H", "H", "H", "H", "H", "H", "H", "H", "H", "H", "H", "H", "H", "H", "H", "H", "H"],
  "positions_angstrom": [[-1.218430, 3.304322, -1.419944], [-2.170373, 2.155403, -1.226035], [-3.329476, 2.245516, -0.931201], [-1.529050, 0.989695, -1.413476], [-2.264948, -0.219546, -1.231798], [-1.289766, -1.423098, -1.236843], [-1.705959, -2.552832, -1.099803], [-0.006822, -1.088820, -1.402552], [1.081085, -2.018239, -1.222211], [1.959548, -1.538185, -0.058818], [2.451287, -0.202896, -0.364975], [3.754554, -0.176957, -1.010889], [4.905022, -0.368107, -0.012146], [4.843733, 0.581693, 1.030359], [3.606563, 0.511974, 1.709362], [2.440856, 0.741213, 0.740421], [-3.016979, -0.263309, 0.073158], [-4.352729, -0.642831, 0.139921], [-5.000982, -0.939727, -0.995950], [-5.041038, -0.719717, 1.336644], [-4.386589, -0.409949, 2.515010], [-3.055237, -0.033110, 2.494441], [-2.396306, 0.025818, 1.282311], [-1.091367, 0.384767, 1.274581], [-1.773253, 4.236801, -1.443924], [-0.515961, 3.319129, -0.588977], [-0.657401, 3.170648, -2.340655], [-2.977793, -0.340873, -2.057095], [0.257812, -0.113643, -1.404227], [0.653425, -3.000463, -1.013020], [1.669537, -2.067839, -2.143487], [1.342538, -1.494398, 0.840997], [2.762163, -2.267129, 0.111496], [3.794190, -0.949787, -1.779560], [3.863478, 0.801061, -1.489808], [5.869531, -0.220754, -0.500403], [4.872684, -1.384746, 0.411828], [3.638249, 1.288172, 2.475340], [3.502514, -0.470988, 2.196116], [1.487154, 0.676395, 1.264512], [2.538378, 1.743284, 0.309664], [-6.077396, -1.015963, 1.328345], [-4.914319, -0.462318, 3.453914], [-2.522139, 0.210328, 3.399374]],
  "atomic_forces_ev_per_a": [[-0.174, -0.039, 0.028], [-0.029, 0.521, -0.012], [-0.026, -0.021, -0.156], [0.182, -0.236, -0.097], [-0.387, -0.487, 0.131], [-0.059, 0.566, -0.278], [-0.306, -0.211, 0.066], [0.464, 0.258, -0.063], [0.104, -0.174, 0.260], [-0.181, -0.196, -0.360], [-0.100, 0.107, 0.029], [0.287, 0.035, 0.160], [-0.123, -0.121, -0.295], [0.038, 0.106, -0.027], [-0.331, 0.109, -0.034], [0.307, 0.020, 0.269], [0.025, -0.046, 0.105], [0.265, 0.094, 0.374], [0.053, 0.038, -0.024], [-0.085, -0.038, -0.210], [0.083, 0.016, -0.156], [0.234, 0.068, -0.031], [-0.477, -0.173, 0.048], [-0.020, -0.014, -0.053], [-0.015, -0.010, 0.010], [0.084, 0.003, 0.042], [0.071, 0.007, -0.044], [0.212, -0.015, 0.167], [-0.111, -0.072, -0.010], [0.083, 0.054, -0.087], [0.013, -0.103, 0.067], [0.033, -0.043, 0.011], [-0.019, 0.030, 0.076], [0.031, 0.019, -0.075], [0.085, -0.070, -0.065], [-0.046, -0.096, -0.016], [0.040, 0.070, -0.034], [-0.065, -0.079, 0.025], [0.008, 0.068, 0.007], [-0.030, 0.038, 0.009], [-0.029, 0.033, 0.106], [-0.105, -0.035, -0.025], [-0.052, -0.011, 0.082], [0.072, 0.027, 0.081]],
  "nbo_charge": [-0.72, 0.81, -0.58, -0.52, 0.00, 0.67, -0.62, -0.61, -0.23, -0.23, -0.47, -0.25, -0.09, -0.53, -0.09, -0.25, -0.17, 0.45, -0.31, -0.29, -0.17, -0.29, 0.42, -0.34, 0.24, 0.24, 0.24, 0.24, 0.43, 0.24, 0.19, 0.21, 0.18, 0.20, 0.20, 0.20, 0.16, 0.20, 0.16, 0.21, 0.20, 0.23, 0.22, 0.23],
  "homo_energy_ev": -8.505,
  "de_lowest_kcal_mol": 0.0,
  "lumo_ev": 0.656,
  "smiles": "CC(=O)O[C@@H](C(=O)NCCN1CCOCC1)c1c(F)cccc1F",
  "gap_ev": 9.2,
  "total_charge": 0
}